(1)
47
Properties=species:S:1:pos:R:3:forces:R:3:mulliken_charge:R:1 method="wB97M-V/def2-TZVPD" gap_ev=8.70 de_lowest_kj_mol=102.3 charge=0
C 3.463 7.692 -0.446 -0.0808 -0.3449 0.2201 -1.1060
C 3.534 6.810 0.793 0.4518 0.3692 -0.0989 -0.2542
O 2.658 5.690 0.688 -0.2958 -0.1521 0.0241 -0.3464
C 3.113 4.627 0.007 0.2856 0.0021 -0.0685 0.6781
O 4.215 4.572 -0.488 -0.0959 0.0584 0.0438 -0.6357
C 2.122 3.532 -0.058 -0.1981 -0.1726 -0.0008 0.0856
C 0.854 3.635 0.509 0.4027 -0.0200 -0.1794 -0.9150
C -0.045 2.592 0.426 -0.2120 -0.0363 0.0348 -0.6302
C 0.308 1.414 -0.231 0.2710 0.5168 0.1689 1.6174
N -0.524 0.311 -0.379 -0.0533 -0.8028 -0.3831 -0.1024
C -1.770 0.016 0.096 -0.1595 0.0327 -0.0796 0.5082
S -2.632 0.937 1.158 -0.2749 0.2837 0.4474 -0.4485
N -2.284 -1.132 -0.418 0.3894 -0.0305 -0.2695 -0.2230
C -3.439 -1.795 0.137 -0.2558 -0.1618 0.1929 -1.1130
C -3.031 -2.836 1.195 0.1524 0.1565 -0.1735 -0.9979
C -2.103 -3.861 0.604 -0.2904 0.1296 0.1239 0.5812
C -0.784 -3.735 0.696 0.2450 -0.0606 0.0652 -0.3447
C 0.202 -4.679 0.077 -0.0083 -0.0810 -0.2100 -0.7552
C -0.457 -5.563 -0.978 0.0822 -0.1408 0.2328 -0.7041
C -1.763 -6.123 -0.427 -0.0747 0.1272 -0.2732 -0.8359
C -2.744 -4.984 -0.163 0.1731 -0.2287 0.0156 -0.5664
C 1.581 1.314 -0.805 -0.1358 -0.0335 0.0538 -0.4547
C 2.474 2.356 -0.719 -0.0102 0.2310 0.0863 -1.0686
H 3.814 7.139 -1.314 0.0377 0.0126 -0.0663 0.3129
H 4.092 8.567 -0.308 0.0610 0.1182 -0.0065 0.3789
H 2.439 8.012 -0.621 -0.0669 0.0788 -0.0215 0.2959
H 3.199 7.350 1.681 0.0570 -0.1025 -0.0874 0.3070
H 4.558 6.448 0.939 -0.1878 0.0815 0.0643 0.3156
H 0.573 4.543 1.018 -0.0432 0.0585 0.0415 0.4356
H -1.021 2.689 0.870 0.0648 -0.0116 -0.0347 0.1916
H -0.113 -0.409 -0.965 -0.1168 0.1656 0.1059 0.1637
H -1.646 -1.756 -0.896 -0.0261 0.1129 0.0466 0.2463
H -4.074 -1.033 0.591 0.0334 -0.1472 -0.1555 0.4711
H -3.981 -2.275 -0.682 -0.0152 0.0430 0.0296 0.4028
H -2.540 -2.311 2.016 -0.0440 0.0272 0.0259 0.2548
H -3.934 -3.311 1.579 -0.0405 -0.0216 0.0693 0.4818
H -0.358 -2.924 1.274 -0.0851 0.1469 0.1457 0.4312
H 0.633 -5.304 0.866 0.0996 0.0042 -0.0284 0.3308
H 1.028 -4.112 -0.362 0.0296 -0.0443 0.0579 0.3410
H -0.667 -4.974 -1.875 0.0128 0.0121 -0.0708 0.2948
H 0.218 -6.373 -1.260 0.0067 0.0283 -0.0754 0.3159
H -1.559 -6.651 0.506 -0.0139 -0.0734 0.0409 0.3339
H -2.200 -6.834 -1.130 -0.0027 -0.0566 0.0621 0.3593
H -3.124 -4.599 -1.116 -0.1088 -0.0247 -0.0080 0.3024
H -3.606 -5.357 0.396 -0.0599 0.0542 -0.0291 0.3176
H 1.863 0.406 -1.322 0.0321 -0.0877 -0.0417 0.3118
H 3.457 2.282 -1.159 0.0687 -0.0160 -0.0375 0.4344


(2)
47
Properties=species:S:1:pos:R:3:forces:R:3:mulliken_charge:R:1 method="wB97M-V/def2-TZVPD" gap_ev=9.00 de_lowest_kj_mol=89.8 charge=0
C -4.852 -2.804 3.377 0.3872 0.1652 -0.0038 -1.0568
C -3.388 -2.675 3.784 -0.3551 -0.3415 0.2017 -0.4805
O -2.657 -1.823 2.926 0.1855 0.4082 -0.2578 -0.4587
C -2.819 -0.468 3.008 0.0857 0.1725 -0.1227 0.8970
C -3.537 0.208 3.980 0.0400 -0.2703 0.0032 -0.4922
C -3.603 1.594 3.965 0.0132 0.1441 -0.0326 -0.8041
C -2.956 2.317 2.982 -0.0974 -0.0184 0.1462 -0.7498
C -2.233 1.657 2.002 0.0523 -0.0300 -0.0705 -0.5550
C -2.158 0.273 2.006 -0.1678 0.2052 0.1994 0.2461
N -1.450 -0.450 1.048 -0.0283 -0.6857 0.0694 0.0203
C -0.730 -0.023 0.000 -0.0235 0.1781 0.0749 0.7025
O -0.517 1.126 -0.353 -0.0553 -0.0137 0.0777 -0.7360
C -0.139 -1.211 -0.771 0.0516 -0.1325 -0.1882 0.4629
O -0.316 -2.362 -0.409 0.0275 -0.0806 0.0417 -0.7569
N 0.548 -0.808 -1.840 -0.0094 0.4527 -0.0785 -0.0859
C 1.312 -1.666 -2.707 0.2231 -0.4026 0.0628 -0.8211
C 2.823 -1.469 -2.506 -0.2462 0.0125 -0.2169 -1.3184
C 3.204 -0.020 -2.677 0.0944 -0.2261 0.1464 0.5953
C 3.327 0.529 -3.878 -0.0346 0.1154 -0.1138 -0.3745
C 3.658 1.970 -4.119 0.1185 0.1257 0.0785 -0.6605
C 4.188 2.645 -2.857 -0.2420 0.0779 -0.0712 -0.7884
C 3.313 2.272 -1.666 0.2913 -0.0804 0.0909 -0.6931
C 3.405 0.770 -1.413 -0.0627 0.3101 -0.0453 -0.4993
H -4.919 -3.166 2.354 -0.0323 -0.0475 -0.0737 0.3043
H -5.354 -3.507 4.034 -0.0819 -0.0715 0.0712 0.3812
H -5.357 -1.842 3.434 -0.0922 0.0336 0.0121 0.3466
H -3.297 -2.345 4.826 0.0695 -0.0303 -0.1086 0.3320
H -2.888 -3.643 3.686 -0.0583 0.1423 0.1061 0.3681
H -4.050 -0.329 4.762 -0.0348 -0.1031 0.0304 0.3418
H -4.168 2.102 4.732 -0.0471 0.0381 0.0635 0.3792
H -3.011 3.394 2.972 -0.0007 0.0960 -0.0078 0.3769
H -1.722 2.205 1.228 0.0294 0.0042 -0.0400 0.4942
H -1.479 -1.464 1.153 0.0907 0.2052 -0.1398 0.3107
H 0.614 0.196 -1.970 -0.1072 -0.1019 0.0960 0.2597
H 1.027 -2.695 -2.473 -0.0112 0.0899 -0.1159 0.4300
H 1.049 -1.443 -3.746 0.0234 -0.0713 0.0809 0.3792
H 3.344 -2.091 -3.236 0.0288 -0.0498 0.0327 0.4399
H 3.096 -1.808 -1.506 0.0284 -0.0703 0.0111 0.3142
H 3.169 -0.071 -4.765 -0.0475 -0.2074 -0.0726 0.3831
H 4.391 2.046 -4.926 -0.0599 0.0314 -0.0318 0.3763
H 2.753 2.484 -4.461 0.0528 0.0570 -0.0748 0.2898
H 4.207 3.728 -2.994 0.0789 -0.0042 -0.0006 0.3423
H 5.210 2.311 -2.668 0.0751 0.0265 0.0081 0.3204
H 3.629 2.818 -0.775 -0.0797 0.0280 0.0132 0.3335
H 2.277 2.544 -1.875 -0.0833 0.0439 0.0285 0.2126
H 2.666 0.472 -0.665 0.0368 -0.0728 0.0281 0.3443
H 4.391 0.525 -1.004 -0.0259 -0.0517 0.0920 0.3468


(3)
49
Properties=species:S:1:pos:R:3:forces:R:3:mulliken_charge:R:1 method="wB97M-V/def2-TZVPD" gap_ev=5.64 de_lowest_kj_mol=444.6 charge=0
O -5.560 -0.248 -5.596 0.2452 -0.0917 0.3645 -0.6979
C -4.477 0.312 -5.389 0.1155 0.3783 -1.1350 0.1075
O -3.786 1.064 -6.121 -0.1839 -0.2645 0.4400 -0.7066
C -3.788 0.073 -4.058 -0.3167 -0.4013 0.0594 0.2102
C -3.047 -1.090 -3.797 -0.2910 0.2545 -0.1474 -0.2485
C -2.391 -1.264 -2.591 0.6105 -0.6485 -0.1999 -0.4944
S -1.492 -2.797 -2.275 -0.1874 -0.0546 0.0154 -0.2540
C -2.425 -0.307 -1.603 -0.1637 0.4524 0.5895 -0.5305
C -3.151 0.837 -1.857 0.1023 -0.1355 0.2708 -0.0561
C -3.828 1.016 -3.048 -0.0864 0.3298 0.2812 0.7420
C -4.532 2.342 -2.941 0.8311 -0.8238 0.0731 0.1739
O -5.504 2.720 -3.483 -0.6660 0.5702 -0.5213 -0.4364
N -3.829 3.098 -1.878 -0.1068 -0.2712 0.2455 -0.4505
C -3.336 2.044 -1.004 -0.0466 -0.1255 -0.9743 0.0490
O -3.158 2.158 0.170 0.4482 0.1417 0.6328 -0.5288
H -3.003 -1.861 -4.551 0.0260 -0.0560 -0.0832 0.5542
H -0.231 -2.343 -2.336 -0.0755 0.1916 -0.1189 0.0910
H -1.914 -0.444 -0.664 -0.0498 -0.0873 0.1461 1.0980
H -2.984 3.401 -2.369 -0.1005 0.6017 0.1782 0.3534
C 1.867 1.381 -0.604 -0.0986 -0.0471 -0.0331 -1.3039
C 0.985 0.152 -0.410 0.1992 -0.1263 0.0218 -0.0241
C 0.286 0.063 0.951 -0.1148 0.0266 -0.3316 -0.4976
C 1.084 0.228 2.234 -0.2414 0.1152 -0.1202 -1.2521
N 1.960 -0.929 2.659 0.1678 -0.1987 0.4248 0.4057
C 3.173 -1.125 1.785 0.1386 0.1575 -0.1946 -0.2956
C 4.166 -0.092 2.271 -0.0301 0.0674 0.0731 -0.4706
C 4.003 -0.144 3.792 0.0770 0.0352 0.0527 -0.6226
C 2.557 -0.598 4.028 0.1388 0.0333 -0.0060 -0.4837
C 1.161 -2.185 2.747 0.0363 0.0726 -0.1556 -1.1961
H 2.620 1.488 0.180 0.0216 0.0075 0.0034 0.1494
H 2.398 1.320 -1.552 -0.0238 0.0421 -0.0178 0.4034
H 1.266 2.292 -0.618 0.0198 0.0190 0.0529 0.3700
H 1.559 -0.755 -0.619 -0.0097 -0.0170 0.0244 0.2792
H 0.196 0.149 -1.163 0.0108 0.0519 -0.0187 0.2415
H -0.296 -0.860 0.988 -0.0562 0.0420 0.0456 0.2606
H -0.462 0.862 0.980 -0.0015 0.0167 0.1054 0.3793
H 0.371 0.346 3.050 0.0517 -0.0116 0.0506 0.4041
H 1.709 1.120 2.225 0.0764 -0.0424 -0.0576 0.5318
H 3.539 -2.134 1.974 -0.0317 -0.0190 0.0304 0.4591
H 2.904 -1.034 0.739 -0.1084 -0.0224 0.0288 0.0456
H 3.917 0.897 1.889 0.0109 -0.0153 -0.0491 0.0570
H 5.179 -0.320 1.947 -0.0126 -0.0393 -0.0233 0.5498
H 4.210 0.817 4.257 -0.0540 0.0010 0.0143 0.3718
H 4.692 -0.865 4.229 -0.0070 -0.0228 -0.0305 0.2775
H 1.941 0.164 4.496 -0.0841 -0.0399 -0.0217 0.2842
H 2.518 -1.502 4.630 -0.0777 -0.0054 0.0082 0.3782
H 0.840 -2.474 1.750 -0.0606 -0.0131 0.0242 0.4251
H 0.303 -2.009 3.391 -0.0444 -0.0243 -0.0366 0.3932
H 1.791 -2.965 3.164 0.0032 -0.0036 0.0198 0.5041


(4)
49
Properties=species:S:1:pos:R:3:forces:R:3:mulliken_charge:R:1 method="wB97M-V/def2-TZVPD" gap_ev=8.67 de_lowest_kj_mol=0.0 charge=0
N -5.255 0.359 1.741 0.0234 0.4183 0.5368 -0.2848
C -5.538 -0.432 0.694 0.5492 -0.1641 -0.1770 0.4832
O -6.650 -0.615 0.259 -0.3561 -0.1604 -0.2302 -0.6219
C -4.298 -1.126 0.096 -0.3405 -0.4001 0.2650 -0.3921
O -3.429 -0.218 -0.574 0.0833 0.2117 -0.2892 -0.3250
C -2.545 0.461 0.158 -0.0804 -0.2098 0.4783 1.2344
O -2.477 0.368 1.373 -0.2944 -0.2304 -0.5165 -0.8215
C -1.660 1.320 -0.629 0.2377 0.2296 -0.1766 -0.6569
C -1.827 1.451 -2.008 -0.0043 -0.0284 0.1589 -0.4922
C -0.994 2.270 -2.738 0.0571 0.0528 -0.0646 -0.8024
C 0.009 2.975 -2.087 -0.0820 -0.0560 -0.0541 -0.6569
C 0.191 2.856 -0.723 -0.0246 0.0232 0.0275 -0.6065
C -0.630 2.019 0.028 -0.1176 -0.0758 0.0237 1.1880
S -0.436 1.798 1.759 0.5670 0.3585 0.7749 -0.1075
C 1.203 2.549 2.080 -0.4803 0.0427 -0.3967 -0.6801
C 2.316 1.934 1.233 -0.2733 0.0632 0.3712 0.5500
O 3.221 2.605 0.785 0.2690 0.2762 -0.2018 -0.6836
N 2.190 0.608 1.071 -0.0194 -0.5898 0.0984 0.1919
C 2.986 -0.163 0.138 0.3731 0.0520 -0.3448 -0.3437
C 3.435 -1.484 0.773 -0.1047 0.1712 0.1478 -1.1387
C 2.303 -2.387 1.272 0.1560 -0.1495 -0.1503 -0.5374
C 1.722 -3.340 0.224 -0.0018 0.0801 -0.0146 -0.7502
C 1.512 -2.744 -1.171 -0.2005 -0.0240 0.1460 -1.0520
C 1.058 -1.283 -1.187 0.2418 -0.0711 -0.2890 0.0449
C 2.236 -0.309 -1.193 -0.0517 0.1300 0.1997 -0.8627
H -6.003 0.866 2.185 -0.0140 -0.0521 -0.0836 0.2089
H -4.304 0.483 2.063 -0.1511 -0.0614 -0.0837 0.2335
H -3.753 -1.640 0.895 -0.0451 0.0309 -0.1673 0.3511
H -4.627 -1.834 -0.666 -0.0013 0.1564 0.1712 0.2750
H -2.623 0.901 -2.484 -0.0495 -0.0310 -0.0659 0.4916
H -1.124 2.368 -3.804 -0.0271 0.0038 -0.0937 0.4148
H 0.662 3.629 -2.646 0.0639 0.0582 -0.0554 0.4514
H 0.980 3.421 -0.257 0.0972 0.0475 0.0650 0.3516
H 1.387 2.333 3.133 -0.0436 0.0176 -0.0039 0.4353
H 1.177 3.630 1.950 0.1819 -0.0627 -0.0308 0.4056
H 1.350 0.175 1.428 0.0319 0.1866 -0.0457 0.0540
H 3.877 0.448 -0.051 -0.1470 -0.1349 0.0320 0.4112
H 4.073 -1.229 1.623 0.0634 -0.0005 -0.0615 0.4649
H 4.049 -2.027 0.054 0.1162 -0.0395 -0.0436 0.4535
H 2.685 -2.996 2.094 -0.0920 0.0764 0.0657 0.4135
H 1.502 -1.778 1.691 -0.0496 -0.0141 0.1193 0.1526
H 0.766 -3.708 0.606 0.0063 -0.0885 -0.0124 0.3327
H 2.380 -4.206 0.124 -0.0361 -0.0645 0.0602 0.3684
H 0.771 -3.358 -1.687 0.0735 -0.0374 -0.0653 0.3688
H 2.438 -2.820 -1.744 0.0129 -0.0257 -0.0806 0.3594
H 0.390 -1.082 -0.348 -0.1663 0.0692 0.0853 -0.0496
H 0.482 -1.105 -2.099 -0.0720 0.0292 0.0710 0.4806
H 2.947 -0.627 -1.958 0.0258 -0.0156 -0.0791 0.5371
H 1.878 0.685 -1.476 0.0956 0.0020 -0.0203 0.1579


no.,HOMO level (eV),calculated total energy (Eh)
1,-8.287,-1358.50783
2,-8.233,-1035.56806
3,-6.686,-1508.86038
4,-8.690,-1509.02972